Computed, not measured: C32H25F9IN8NiO3Te as an isolated structure, with wB97M-V/def2-TZVPD.

Summary:
- Charge: +1
- E_HOMO (alpha / beta): -10.60 / -10.60 eV
- Orbital gap (alpha / beta): 5.0 / 5.0 eV

Each line ends with the Mulliken charge.
Cartesian coordinates (Å):
C 2.75 -1.89 2.33  -0.81
C 1.11 2.58 0.18  0.03
C 1.01 7.18 -1.58  0.39
H -2.66 -2.30 2.76  0.50
F -0.32 -2.33 -2.76  -0.47
C -2.57 -3.11 5.18  -0.87
C -2.41 -2.90 0.10  -0.56
C -1.76 -1.69 2.75  0.62
C -3.06 -0.45 -0.07  0.07
H -4.96 -0.15 -1.13  0.45
N 2.55 -0.62 1.60  1.72
C -2.51 8.20 -2.59  -0.15
H -1.44 -1.88 7.34  0.47
N 4.16 3.71 0.57  -0.55
H 2.51 0.66 3.25  -0.63
C -4.33 -2.17 -1.21  -0.63
N 0.88 1.48 0.38  0.03
F -2.38 5.79 -1.64  -0.28
C -1.10 8.21 -2.35  1.31
H -3.38 -3.19 6.96  0.35
N -1.35 -1.24 1.62  0.15
H 2.90 -1.60 -0.21  0.46
N -0.06 10.47 -3.02  -0.43
H 2.38 -1.76 3.34  0.43
H -3.59 -4.22 -1.02  0.44
F -1.06 3.76 -0.60  -0.10
H -3.53 -2.80 4.75  0.38
C 3.09 3.82 0.17  -0.40
H 1.17 1.63 6.55  0.37
H 6.01 -1.18 2.08  0.29
H -2.17 -3.89 4.53  0.36
C -1.17 -1.42 6.40  -0.96
O -1.77 -0.64 -0.63  -0.30
Te 0.38 -0.64 -2.27  2.03
Ni 0.40 -0.58 1.44  -0.39
C 4.57 0.13 2.80  -0.85
C 3.23 -0.70 0.30  -0.31
C 4.25 -2.26 2.32  -0.86
I -3.32 1.35 1.02  0.00
F 0.63 -1.74 0.05  -0.83
H 1.65 1.60 4.83  0.22
O -2.77 -3.72 6.43  -0.56
F 2.00 -1.55 -2.61  -0.45
C -0.40 4.87 -0.93  0.26
C 0.03 0.27 5.38  0.41
C 4.75 -0.69 0.50  -1.05
H 4.49 -3.02 1.58  0.34
F 1.47 0.81 -2.93  -0.49
N 5.01 -1.02 1.94  0.06
N -3.64 8.27 -2.77  -0.44
H -1.77 -3.67 0.52  0.52
H 5.27 0.95 2.63  0.45
H 2.94 0.16 -0.31  0.05
H 4.65 -0.20 3.84  0.31
H -5.16 -2.48 -1.83  0.46
C -4.21 -0.88 -0.86  -0.79
C -1.62 -1.93 5.21  0.80
N -0.39 -0.32 6.47  -0.61
F -0.74 -0.08 -3.68  -0.43
C 1.02 4.91 -0.68  0.46
H 3.14 1.38 1.77  -0.26
C 1.69 3.85 -0.15  0.85
C -0.48 9.45 -2.72  -0.16
H 5.21 0.28 0.31  0.36
C -1.16 -1.33 4.01  -0.31
H 2.17 -2.66 1.83  0.37
C 3.14 0.49 2.38  0.87
C -2.12 -1.50 0.44  0.69
O 0.28 0.34 3.04  -0.68
H 5.25 -1.44 -0.12  0.36
C -1.08 5.90 -1.46  0.04
H 4.61 -2.58 3.30  0.38
C -3.41 -3.19 -0.73  -0.69
F 2.98 6.23 -0.86  -0.29
C -0.27 -0.24 4.08  0.71
H 0.17 2.40 5.31  0.26
C -0.42 7.15 -1.83  0.11
F 1.68 8.27 -1.90  -0.28
C 0.81 1.54 5.52  -1.13
C 1.68 6.14 -1.05  -0.14

Computed, not measured: C32H25N4O7S3Ta as an isolated structure, with wB97M-V/def2-TZVPD.

Summary:
- Energy above the lowest of the compared OMol25 structures with the same formula, charge and spin: 30.5 kcal per mole
- Charge: -2
- E_HOMO: -2.55 eV
- Orbital gap: 6.7 eV

Each line ends with the Mulliken charge.
Cartesian coordinates (Å):
N -0.05 1.02 -0.60  0.11
H 3.84 3.19 -0.23  0.49
C 0.02 -3.94 0.70  1.00
C 0.52 2.83 2.21  -0.25
C -1.10 0.82 -2.69  0.11
C -1.20 -4.11 -0.05  0.13
C 1.63 3.49 2.71  -0.57
C 3.80 3.05 -2.36  0.54
C 2.94 1.36 -0.83  1.06
H 2.47 0.41 -4.06  0.48
C -1.70 1.37 -3.79  -0.86
H 3.33 4.01 5.51  0.40
Ta 0.38 -0.40 0.44  1.64
C -1.83 2.75 -3.91  -0.40
H -1.45 4.64 -2.99  0.35
O -2.05 1.84 1.29  -0.66
H 0.94 -5.88 0.87  0.46
C 4.43 4.28 -2.56  -0.04
O -2.40 0.90 3.53  -0.86
C 2.56 0.55 -1.93  0.41
C -3.06 -5.48 -0.78  -0.95
H -3.58 -6.43 -0.82  0.39
C -2.98 -3.17 -1.44  -0.37
H 1.34 -4.73 2.16  0.35
C 2.78 1.02 -3.22  -1.07
C -0.61 1.63 -1.63  0.24
S -1.55 0.99 2.34  1.21
O -4.80 -4.63 -2.12  -0.47
S 2.69 0.82 0.80  -0.39
C 3.40 2.24 -3.46  0.66
N -1.26 -0.45 1.74  -0.14
H -4.84 -3.07 -3.48  0.30
H 2.04 1.77 5.59  0.35
H -0.24 -5.53 2.15  0.40
O 0.51 -2.46 4.10  -0.85
C -5.46 -3.54 -2.71  -0.79
H -2.30 3.18 -4.78  0.36
H 3.62 4.71 3.91  0.37
C 3.43 3.79 4.45  -1.59
C 3.55 2.59 -1.07  -1.28
C -3.62 -4.38 -1.46  1.15
C -1.74 -2.98 -0.76  -0.44
C 1.61 2.07 4.64  -1.03
H -2.09 0.73 -4.57  0.38
H 2.07 4.30 2.15  0.26
H -5.72 -2.78 -1.96  0.33
O -1.19 -1.84 -0.84  -0.33
H -6.36 -3.95 -3.17  0.23
H -1.00 -0.25 -2.56  0.36
H -0.39 3.68 -0.99  0.34
H 0.08 3.10 1.27  0.38
C -0.74 3.03 -1.78  -0.23
H 0.02 0.63 4.72  0.50
H -1.85 -1.29 3.56  0.46
N 4.97 5.29 -2.69  -0.65
C -1.20 -1.50 2.70  -0.59
N 3.93 2.93 -5.86  -0.64
C 0.26 -1.67 3.19  0.82
H -1.54 -2.44 2.24  0.02
C 0.49 1.42 4.16  -0.40
H 4.29 3.13 4.32  0.29
C -0.04 1.79 2.94  0.15
C -1.35 3.57 -2.90  -0.69
C -1.89 -5.33 -0.10  -0.84
H -1.47 -6.20 0.40  0.39
C 2.20 3.11 3.92  1.20
S 1.87 -1.03 -1.68  -0.50
H -3.36 -2.31 -1.96  0.41
O 0.67 -2.89 0.73  -0.83
O 1.09 -0.93 2.59  -0.73
C 3.68 2.64 -4.77  -0.10
C 0.54 -5.11 1.52  -1.92

Computed, not measured: C32H25N4O7S3Ta as an isolated structure, with wB97M-V/def2-TZVPD.

Summary:
- Energy above the lowest of the compared OMol25 structures with the same formula, charge and spin: 39.7 kcal per mole
- Charge: -2
- E_HOMO: -2.18 eV
- Orbital gap: 6.5 eV

Each line ends with the Mulliken charge.
Cartesian coordinates (Å):
S 1.79 -1.11 1.51  -0.36
C -1.65 1.67 -1.91  -0.70
C -5.42 -3.07 1.56  -0.37
C 3.53 3.12 -2.86  0.98
H 2.20 4.33 -4.02  0.25
O -0.66 1.23 -4.04  -0.85
C -3.00 -1.94 0.69  0.24
H -1.29 3.47 4.96  0.16
H -3.48 3.87 2.24  0.30
H 4.95 2.30 -4.24  0.29
S 0.68 -2.10 -1.21  -0.47
H -1.79 4.25 1.91  0.22
H 4.60 1.86 -1.48  0.54
C -4.20 -1.22 0.62  0.04
N -1.82 -1.39 0.29  -0.29
H -2.56 1.08 -2.01  0.33
H 2.84 -0.97 7.18  0.23
C 5.06 -0.98 -0.86  0.40
S 0.00 2.51 -0.06  1.86
O -0.41 3.84 0.30  -0.92
H 4.48 3.97 -4.60  0.36
O 0.54 1.66 1.04  -0.69
H -4.24 -4.81 2.04  0.33
N -1.19 1.58 -0.53  -0.44
C 0.63 0.79 5.57  0.98
H -1.87 2.70 -2.20  0.37
C -2.47 3.78 2.62  -1.30
C 4.52 -1.29 -2.12  0.90
C 4.70 3.26 -3.79  -1.44
C -2.11 2.30 2.64  0.92
C 6.45 -0.68 -0.70  0.06
C 2.31 3.73 -3.12  -0.91
H -6.30 -1.20 0.99  0.34
N 6.01 -1.19 -4.23  -0.67
C 1.36 2.75 -1.16  -0.45
C 2.87 -1.23 0.15  0.17
C -0.55 0.50 3.46  -0.25
C 2.58 2.15 -0.86  -0.37
N 7.58 -0.46 -0.56  -0.66
H -2.38 4.29 3.57  0.44
C -4.24 -3.80 1.63  -0.46
H 0.26 2.61 6.65  0.41
C 1.23 3.56 -2.28  -0.59
C 4.22 -0.95 0.25  -0.74
C -0.84 2.50 4.80  -0.59
C 3.65 2.34 -1.71  -0.69
H 1.47 -1.66 6.28  0.31
C -3.04 -3.25 1.20  -0.32
O 0.35 0.47 -2.17  -0.19
C -5.39 -1.78 1.05  -0.69
C 2.18 -0.83 6.33  -0.75
C -1.16 1.77 3.64  0.37
H -2.11 -3.80 1.26  0.42
H 4.63 -0.68 1.22  0.48
C 5.34 -1.24 -3.29  -0.11
C 2.33 -1.62 -1.11  0.29
H 0.81 -0.91 4.26  0.34
O 1.51 0.40 6.54  -0.49
O -0.77 -0.28 2.45  -0.68
Ta -0.44 -0.21 0.36  1.17
H -4.16 -0.21 0.24  0.32
C 0.35 0.04 4.45  -0.05
H 5.59 3.61 -3.26  0.35
H 2.67 1.52 0.02  0.81
H 0.28 4.02 -2.50  0.35
O -2.58 1.60 1.76  -0.42
H 2.75 -1.84 -3.20  0.47
C -0.56 1.06 -2.82  0.44
C 3.17 -1.61 -2.22  -0.87
C 0.03 2.04 5.76  -1.12
H 2.76 -0.81 5.41  0.30
H -6.35 -3.51 1.91  0.35

charge of number 3 (C32H25N4O7S3Ta)?
-2